1.
This record from the Open Molecules 2025 dataset describes a structure of composition C4H15InO5 in a non-equilibrium geometry. The level of theory is ωB97M-V/def2-TZVPD.

Each line ends with the Löwdin charge.
Cartesian coordinates (Å):
In 1.928 0.858 0.091  1.373
O 0.435 0.961 2.512  -0.218
H 0.840 1.218 3.364  0.004
O 1.269 -0.062 -2.659  -0.007
H 0.661 0.057 -3.415  0.049
O 3.338 2.860 1.621  -0.225
H 4.294 2.810 1.426  -0.015
C 0.485 -3.883 1.443  -0.077
C 0.129 -2.828 0.444  -0.312
O 0.545 -1.594 0.989  -0.174
H -0.125 -3.660 2.318  0.083
H 1.530 -3.951 1.746  0.088
H 0.181 -4.857 1.059  0.087
H -0.926 -2.840 0.169  0.122
H 0.649 -3.034 -0.491  0.116
H 0.127 -1.434 1.838  0.073
C -1.776 3.007 -1.733  -0.061
C -1.729 1.486 -1.547  -0.298
O -0.977 1.214 -0.372  -0.160
H -2.324 3.367 -2.604  0.084
H -0.725 3.279 -1.829  0.073
H -2.205 3.511 -0.867  0.083
H -1.317 0.971 -2.415  0.095
H -2.737 1.087 -1.430  0.121
H -1.570 1.457 0.342  0.098

Properties
spin multiplicity	2
Kohn-Sham gap (spin up / spin down)	0.171 / 0.174	Ha
net charge	+1
F_max	3.378	eV/Å
calculated total energy	-727.1232	a.u.
LUMO level (spin up / spin down)	-0.325 / -0.326	Ha


2.
This record from the Open Molecules 2025 dataset describes a cluster of 2 separate species, C4H15N2 in total in a non-equilibrium geometry. The level of theory is ωB97M-V/def2-TZVPD.

Each line ends with the Löwdin charge.
Cartesian coordinates (Å):
C -1.215 -0.597 2.019  0.021
N -0.127 -0.084 1.139  -0.084
C 0.291 1.259 1.548  -0.023
H -1.650 -1.512 1.624  0.113
H -0.692 -0.801 2.960  0.114
H -1.886 0.233 2.174  0.106
H -0.459 0.008 0.190  0.069
H 0.668 -0.745 1.125  0.182
H -0.536 1.963 1.485  0.117
H 1.156 1.614 0.995  0.095
H 0.576 1.144 2.615  0.122
C 1.043 0.779 -1.706  -0.157
N 0.482 -0.293 -2.529  -0.149
C -0.430 -1.179 -1.730  -0.129
H 0.272 1.497 -1.400  0.083
H 1.500 0.385 -0.767  0.058
H 1.828 1.357 -2.198  0.094
H 1.245 -0.918 -2.850  0.119
H 0.057 -1.737 -0.905  0.076
H -0.897 -1.860 -2.442  0.092
H -1.225 -0.514 -1.349  0.080

Properties
Kohn-Sham gap	0.352	Ha
net charge	+1
F_max	2.181	eV/Å
energy relative to the best compared isomer or geometry (same formula, charge and spin)	39.8	kcal/mol
calculated total energy	-270.6227	a.u.
LUMO level	-0.122	Ha


3.
This record from the Open Molecules 2025 dataset describes a cluster of 2 separate species, C4H15N2O in total in a non-equilibrium geometry. The level of theory is ωB97M-V/def2-TZVPD.

Each line ends with the Löwdin charge.
Cartesian coordinates (Å):
C -1.314 -0.256 0.520  -0.117
C -0.208 -1.259 0.184  -0.195
C 0.987 -0.758 -0.642  -0.219
C 0.650 -0.211 -2.034  -0.311
N -0.311 -1.007 -2.731  0.021
N -0.706 1.158 0.769  0.171
H -2.112 -0.161 -0.239  0.134
H -1.689 -0.565 1.563  0.153
H -0.749 -1.974 -0.580  0.146
H 0.138 -1.863 0.982  0.098
H 1.600 -0.062 -0.136  0.093
H 1.561 -1.639 -0.796  0.108
H 1.727 -0.082 -2.320  0.124
H 0.228 0.861 -2.034  0.125
H 0.013 -1.931 -2.811  0.066
H -0.473 -0.757 -3.689  0.084
H -0.091 1.527 0.056  0.127
H -0.021 1.068 1.640  0.169
H -1.502 1.725 0.996  0.145
H 0.435 1.533 4.348  0.137
H 1.041 2.805 3.555  0.077
O 0.796 1.848 3.398  -0.136

Properties
Kohn-Sham gap	0.354	Ha
net charge	+1
F_max	3.870	eV/Å
energy relative to the best compared isomer or geometry (same formula, charge and spin)	43.1	kcal/mol
calculated total energy	-345.8770	a.u.
LUMO level	-0.118	Ha


4.
This record from the Open Molecules 2025 dataset describes a cluster of 2 separate species, C4H15N2O in total in a non-equilibrium geometry. The level of theory is ωB97M-V/def2-TZVPD.

Each line ends with the Löwdin charge.
Cartesian coordinates (Å):
N 1.689 0.262 0.280  0.213
C 0.549 -0.692 -0.071  -0.301
C 0.796 -0.989 -1.570  -0.026
C -0.723 0.118 0.113  -0.206
N -1.687 -0.818 0.751  -0.127
C -1.400 -1.064 2.153  -0.133
H 1.610 0.958 -0.485  0.123
H 1.434 0.769 1.127  0.166
H 2.596 -0.198 0.243  0.171
H 0.561 -1.593 0.530  0.141
H 0.909 -0.174 -2.286  0.083
H 0.264 -1.866 -1.929  0.099
H 1.844 -1.420 -1.493  0.101
H -0.732 0.942 0.820  0.113
H -1.243 0.475 -0.770  0.123
H -2.640 -0.499 0.655  0.112
H -0.371 -1.358 2.301  0.065
H -1.581 -0.195 2.835  0.089
H -2.184 -1.716 2.575  0.097
H -0.302 2.999 -1.328  0.068
H 0.682 2.493 -2.376  0.063
O 0.497 2.475 -1.435  -0.036

Properties
Kohn-Sham gap	0.343	Ha
net charge	+1
F_max	3.617	eV/Å
energy relative to the best compared isomer or geometry (same formula, charge and spin)	42.4	kcal/mol
calculated total energy	-345.8782	a.u.
LUMO level	-0.115	Ha


5.
This record from the Open Molecules 2025 dataset describes a cluster of 2 separate species, C4H15N2O in total in a non-equilibrium geometry. The level of theory is ωB97M-V/def2-TZVPD.

Each line ends with the Löwdin charge.
Cartesian coordinates (Å):
C -0.541 -1.071 -0.968  -0.089
N -1.864 -0.490 -0.933  0.325
C 0.553 0.050 -0.819  -0.266
N 0.458 0.543 0.602  0.039
C 1.199 1.807 1.004  0.061
C 1.978 -0.474 -1.069  0.007
H -0.373 -1.614 -1.904  0.179
H -0.517 -1.726 -0.096  0.147
H -2.230 -0.114 -1.817  0.186
H -2.546 -1.055 -0.420  0.151
H 0.362 0.752 -1.598  0.153
H 0.778 -0.194 1.234  0.182
H -0.520 0.720 0.834  0.130
H 1.160 2.483 0.163  0.116
H 2.196 1.571 1.366  0.118
H 0.745 2.213 1.891  0.112
H 2.003 -1.196 -1.884  0.108
H 2.415 -0.899 -0.164  0.107
H 2.563 0.387 -1.368  0.104
H -3.233 -0.273 1.653  0.076
H -2.296 -1.118 2.409  0.085
O -2.290 -0.301 1.886  -0.032

Properties
spin multiplicity	2
Kohn-Sham gap (spin up / spin down)	0.483 / 0.266	Ha
net charge	+2
F_max	2.650	eV/Å
energy relative to the best compared isomer or geometry (same formula, charge and spin)	28.8	kcal/mol
calculated total energy	-345.4310	a.u.
LUMO level (spin up / spin down)	-0.261 / -0.474	Ha


6.
This record from the Open Molecules 2025 dataset describes a cluster of 2 separate species, C4H15N2O in total in a non-equilibrium geometry. The level of theory is ωB97M-V/def2-TZVPD.

Each line ends with the Löwdin charge.
Cartesian coordinates (Å):
C -1.772 1.491 1.713  -0.015
C -1.211 0.401 0.826  -0.290
C -0.907 1.029 -0.598  -0.092
C 0.121 0.316 -1.494  -0.146
N 1.406 0.559 -1.000  0.295
N -0.077 -0.381 1.470  0.249
H -1.688 1.269 2.782  0.105
H -2.859 1.449 1.589  0.117
H -1.419 2.490 1.489  0.096
H -1.968 -0.299 0.632  0.135
H -1.896 0.980 -1.027  0.142
H -0.677 2.089 -0.508  0.126
H 0.085 0.504 -2.583  0.206
H -0.174 -0.742 -1.372  0.164
H 1.738 1.504 -0.766  0.187
H 2.213 0.123 -1.469  0.173
H 0.835 -0.097 1.119  0.142
H -0.149 -1.390 1.279  0.184
H -0.100 -0.365 2.495  0.186
H 2.028 -3.722 -1.197  0.076
H 2.620 -2.353 -1.251  0.031
O 1.819 -2.803 -0.953  -0.071

Properties
spin multiplicity	2
Kohn-Sham gap (spin up / spin down)	0.423 / 0.209	Ha
net charge	+2
F_max	3.180	eV/Å
energy relative to the best compared isomer or geometry (same formula, charge and spin)	35.5	kcal/mol
calculated total energy	-345.4203	a.u.
LUMO level (spin up / spin down)	-0.266 / -0.480	Ha


7.
This record from the Open Molecules 2025 dataset describes a cluster of 3 separate species, C4H15N2O2 in total in a non-equilibrium geometry. The level of theory is ωB97M-V/def2-TZVPD.

Each line ends with the Löwdin charge.
Cartesian coordinates (Å):
C 0.242 1.690 -0.508  -0.219
C 0.847 0.295 -0.537  -0.149
C -0.077 -0.814 -0.200  -0.324
C -0.363 -1.390 0.964  0.120
N -0.963 -1.258 -1.330  0.213
N -0.629 1.887 0.660  0.004
H -0.479 1.791 -1.345  0.121
H 1.078 2.377 -0.657  0.124
H 1.193 -0.028 -1.533  0.136
H 1.681 0.101 0.171  0.112
H 0.148 -0.991 1.830  0.091
H -1.062 -2.211 1.048  0.092
H -1.882 -1.525 -0.974  0.146
H -1.156 -0.450 -1.925  0.154
H -0.575 -1.967 -1.954  0.177
H -0.265 1.449 1.496  0.098
H -0.855 2.863 0.778  0.109
H -3.584 0.535 0.022  0.047
H -2.032 1.115 0.257  0.009
O -2.646 0.378 -0.075  -0.100
H 3.777 -0.992 2.012  0.044
H 4.118 -1.725 0.693  0.048
O 3.485 -1.131 1.109  -0.052

Properties
Kohn-Sham gap	0.392	Ha
net charge	+1
F_max	2.028	eV/Å
energy relative to the best compared isomer or geometry (same formula, charge and spin)	36.8	kcal/mol
calculated total energy	-421.1348	a.u.
LUMO level	-0.109	Ha


8.
This record from the Open Molecules 2025 dataset describes a cluster of 3 separate species, C4H15N2O2 in total in a non-equilibrium geometry. The level of theory is ωB97M-V/def2-TZVPD.

Each line ends with the Löwdin charge.
Cartesian coordinates (Å):
C 0.626 -1.640 -0.815  -0.143
C -0.871 -1.385 -1.027  -0.138
C -1.637 -0.177 -0.361  -0.184
C -1.139 1.883 0.758  0.004
N -0.811 0.704 0.444  -0.066
N 1.065 -1.208 0.555  0.150
H 1.259 -1.070 -1.485  0.103
H 0.764 -2.719 -0.826  0.128
H -0.920 -1.146 -2.095  0.116
H -1.369 -2.303 -0.704  0.112
H -2.024 0.371 -1.201  0.111
H -2.439 -0.630 0.234  0.124
H -2.049 2.492 0.682  0.105
H -0.308 2.480 1.119  0.066
H 0.735 -0.216 0.692  0.109
H 0.580 -1.649 1.336  0.164
H 2.074 -1.275 0.687  0.166
H 1.921 1.602 -2.278  0.042
H 1.247 0.767 -3.333  0.043
O 1.097 1.168 -2.482  -0.037
H 1.216 1.728 3.740  0.051
H 0.527 0.639 3.188  0.015
O 0.459 1.586 3.170  -0.041

Properties
Kohn-Sham gap	0.374	Ha
net charge	+1
F_max	1.341	eV/Å
energy relative to the best compared isomer or geometry (same formula, charge and spin)	53.4	kcal/mol
calculated total energy	-421.1084	a.u.
LUMO level	-0.119	Ha


Please write out number 3 again, unchanged.
This record from the Open Molecules 2025 dataset describes a cluster of 2 separate species, C4H15N2O in total in a non-equilibrium geometry. The level of theory is ωB97M-V/def2-TZVPD.

Each line ends with the Löwdin charge.
Cartesian coordinates (Å):
C -1.314 -0.256 0.520  -0.117
C -0.208 -1.259 0.184  -0.195
C 0.987 -0.758 -0.642  -0.219
C 0.650 -0.211 -2.034  -0.311
N -0.311 -1.007 -2.731  0.021
N -0.706 1.158 0.769  0.171
H -2.112 -0.161 -0.239  0.134
H -1.689 -0.565 1.563  0.153
H -0.749 -1.974 -0.580  0.146
H 0.138 -1.863 0.982  0.098
H 1.600 -0.062 -0.136  0.093
H 1.561 -1.639 -0.796  0.108
H 1.727 -0.082 -2.320  0.124
H 0.228 0.861 -2.034  0.125
H 0.013 -1.931 -2.811  0.066
H -0.473 -0.757 -3.689  0.084
H -0.091 1.527 0.056  0.127
H -0.021 1.068 1.640  0.169
H -1.502 1.725 0.996  0.145
H 0.435 1.533 4.348  0.137
H 1.041 2.805 3.555  0.077
O 0.796 1.848 3.398  -0.136

Properties
Kohn-Sham gap	0.354	Ha
net charge	+1
F_max	3.870	eV/Å
energy relative to the best compared isomer or geometry (same formula, charge and spin)	43.1	kcal/mol
calculated total energy	-345.8770	a.u.
LUMO level	-0.118	Ha